1.
C19H16N6NiO4S as an isolated structure. Source: the OMol25 dataset; level of theory: the ωB97M-V functional and the def2-TZVPD basis.

XYZ file:
```
47
Properties=species:S:1:pos:R:3:nbo_charge:R:1
Ni 1.48 -0.58 -1.22 1.376
N 3.68 -1.69 2.30 -0.778
C 2.84 -1.40 1.30 0.301
S 3.54 -0.96 -0.23 -0.376
N 1.55 -1.52 1.63 -0.467
N 0.75 -1.25 0.58 -0.306
C -0.51 -1.43 0.67 0.170
C -1.22 -1.93 1.88 -0.115
C -1.07 -1.31 3.12 -0.110
C -1.75 -1.79 4.24 -0.231
C -2.57 -2.90 4.13 -0.199
C -2.74 -3.52 2.90 -0.214
C -2.08 -3.03 1.78 -0.189
C -1.26 -1.12 -0.58 0.185
C -2.63 -0.96 -0.62 -0.241
C -3.24 -0.62 -1.82 -0.141
C -2.47 -0.45 -2.95 -0.255
C -1.10 -0.61 -2.84 0.073
N -0.52 -0.94 -1.69 -0.526
H 4.67 -1.63 2.16 0.408
H 3.31 -1.96 3.20 0.404
H -0.40 -0.46 3.22 0.212
H -1.61 -1.30 5.20 0.217
H -3.09 -3.29 5.00 0.218
H -3.38 -4.39 2.80 0.219
H -2.20 -3.52 0.82 0.217
H -3.21 -1.09 0.29 0.239
H -4.32 -0.48 -1.86 0.225
H -2.91 -0.19 -3.91 0.234
H -0.43 -0.46 -3.68 0.237
C 0.63 2.22 1.26 -0.664
C 0.99 2.40 -0.18 0.407
N 1.28 1.44 -1.03 -0.554
C 1.56 2.04 -2.24 0.005
C 1.45 3.38 -2.12 0.001
N 1.07 3.59 -0.82 -0.478
C 1.63 4.56 -3.01 0.769
O 2.10 4.33 -4.21 -0.656
O 1.36 5.66 -2.58 -0.605
C 1.92 1.15 -3.39 0.763
O 2.11 1.67 -4.50 -0.682
O 1.95 -0.09 -3.12 -0.786
H 0.87 1.21 1.57 0.251
H -0.44 2.39 1.42 0.235
H 1.18 2.92 1.89 0.236
H 0.92 4.51 -0.44 0.446
H 2.31 3.35 -4.33 0.523
```

Properties
E_LUMO (alpha / beta)	-0.632 / -0.780	eV
⟨S²⟩	2.01
E_tot	-88975.611	eV
HOMO-LUMO gap (alpha / beta)	7.612 / 7.482	eV
molecular weight	483.13	g/mol
multiplicity	3

---

2.
One molecule with the formula C19H16O6S. Source: the OMol25 dataset; level of theory: the ωB97M-V functional and the def2-TZVPD basis.

XYZ file:
```
42
Properties=species:S:1:pos:R:3:nbo_charge:R:1
C 2.90 0.70 1.93 -0.247
O 3.32 0.14 0.70 -0.494
C 2.59 -0.81 0.07 0.258
C 3.24 -1.48 -0.95 -0.220
C 2.62 -2.47 -1.70 -0.209
C 1.31 -2.82 -1.43 -0.178
C 0.61 -2.15 -0.42 -0.161
C -0.76 -2.42 -0.13 -0.023
C -1.44 -1.68 0.78 -0.291
C -2.90 -1.93 0.96 0.573
O -3.37 -3.04 0.93 -0.492
C -3.72 -0.68 1.06 -0.753
S -3.56 0.16 -0.58 2.174
O -4.61 1.13 -0.66 -0.926
O -3.48 -0.86 -1.59 -0.945
C -1.98 1.02 -0.55 -0.356
C -0.99 0.63 -1.43 -0.184
C 0.22 1.30 -1.43 -0.251
C 0.44 2.36 -0.56 0.103
C 1.75 3.08 -0.59 -0.660
C -0.57 2.74 0.31 -0.245
C -1.79 2.08 0.31 -0.154
C -0.76 -0.66 1.56 0.777
O -1.24 0.02 2.43 -0.591
O 0.56 -0.48 1.30 -0.486
C 1.24 -1.14 0.33 0.326
H 3.75 1.31 2.26 0.195
H 2.71 -0.07 2.67 0.186
H 2.02 1.33 1.82 0.192
H 4.26 -1.21 -1.15 0.233
H 3.16 -2.97 -2.48 0.224
H 0.81 -3.59 -2.00 0.222
H -1.28 -3.18 -0.69 0.244
H -4.78 -0.90 1.19 0.273
H -3.35 0.00 1.81 0.288
H -1.19 -0.19 -2.11 0.248
H 1.00 0.99 -2.12 0.221
H 1.87 3.72 0.28 0.217
H 1.81 3.70 -1.48 0.229
H 2.58 2.38 -0.62 0.229
H -0.41 3.56 0.99 0.219
H -2.58 2.38 0.98 0.235
```

Properties
E_LUMO	-0.891	eV
E_tot	-43082.103	eV
HOMO-LUMO gap	8.217	eV
molecular weight	372.40	g/mol

---

3.
C19H17BrCl2N3O7PdS as an isolated structure. Source: the OMol25 dataset; level of theory: the ωB97M-V functional and the def2-TZVPD basis.

XYZ file:
```
51
Properties=species:S:1:pos:R:3:nbo_charge:R:1
Pd -0.76 2.03 -1.44 1.037
Br -2.10 -5.95 5.13 0.039
C -0.72 -4.71 4.72 -0.093
C -0.62 -4.19 3.44 -0.223
C 0.37 -3.28 3.14 -0.239
C 1.29 -2.89 4.11 0.140
C 1.20 -3.46 5.38 -0.224
C 0.20 -4.36 5.70 -0.239
N 2.46 -2.10 3.91 -0.202
N 2.58 -1.21 3.05 -0.113
C 1.51 -0.53 2.44 -0.065
C 0.26 -0.29 3.00 -0.158
C -0.73 0.43 2.36 -0.310
C -0.53 0.95 1.08 0.411
O -1.41 1.62 0.43 -0.647
C 0.76 0.72 0.49 0.050
N 0.94 1.23 -0.76 -0.397
C 2.11 1.19 -1.34 0.079
C 3.21 0.59 -0.70 -0.261
C 3.06 0.02 0.53 -0.141
C 1.79 0.06 1.17 0.019
H -1.33 -4.50 2.68 0.230
H 0.43 -2.89 2.13 0.235
H 1.96 -3.20 6.11 0.225
H 0.13 -4.78 6.69 0.224
H 0.06 -0.66 4.00 0.219
H -1.68 0.63 2.85 0.226
H 2.18 1.63 -2.33 0.237
H 4.17 0.60 -1.19 0.223
H 3.88 -0.45 1.04 0.236
O -2.64 2.73 -2.01 -0.868
Cl -2.76 4.24 -2.02 2.545
O -2.31 4.71 -3.29 -0.840
O -4.15 4.52 -1.82 -0.821
O -1.96 4.75 -0.96 -0.822
C -2.83 -0.37 -2.95 -0.749
S -1.73 -1.21 -1.79 0.176
C -0.32 -1.42 -2.89 -0.752
H -2.34 0.51 -3.38 0.240
H -3.70 -0.03 -2.40 0.238
H -3.14 -1.05 -3.75 0.202
H -0.61 -1.94 -3.80 0.208
H 0.42 -2.03 -2.37 0.218
H 0.12 -0.46 -3.15 0.228
Cl 0.84 2.58 -6.21 -0.093
C 0.42 3.84 -5.01 -0.457
C 0.50 3.33 -3.57 0.759
O 1.14 3.97 -2.76 -0.659
O -0.18 2.26 -3.34 -0.741
H -0.60 4.15 -5.21 0.247
H 1.12 4.66 -5.14 0.222
```

Properties
E_LUMO	1.418	eV
E_tot	-148179.202	eV
HOMO-LUMO gap	6.721	eV
molecular weight	688.66	g/mol
charge	-1

---

4.
C19H17BrCl3MnN3O5 as an isolated structure. Source: the OMol25 dataset; level of theory: the ωB97M-V functional and the def2-TZVPD basis.

XYZ file:
```
49
Properties=species:S:1:pos:R:3:nbo_charge:R:1
Mn 1.68 -1.52 -0.50 1.529
C 3.55 -0.54 2.29 -0.259
O 2.52 -0.17 1.36 -0.527
C 1.81 0.96 1.63 0.265
C 2.07 1.96 2.59 -0.283
C 1.13 2.95 2.81 -0.055
Br 1.27 4.41 4.10 0.027
C -0.07 2.94 2.24 -0.236
C -0.39 2.00 1.34 -0.144
C 0.54 1.00 0.99 0.376
O 0.28 0.06 0.06 -0.750
C -1.78 1.93 0.74 0.417
N -2.12 0.93 -0.03 -0.520
C -3.40 1.19 -0.49 0.095
C -4.27 0.41 -1.27 -0.207
C -5.49 0.97 -1.55 -0.213
C -5.97 2.18 -0.95 -0.203
C -5.14 2.87 -0.04 -0.243
C -3.82 2.38 0.13 0.155
N -2.79 2.81 0.91 -0.544
H 3.17 -0.57 3.33 0.192
H 4.48 0.06 2.14 0.202
H 3.71 -1.54 1.93 0.218
H 2.98 1.88 3.24 0.247
H -0.74 3.82 2.29 0.217
H -0.66 0.15 -0.27 0.535
H -4.02 -0.55 -1.70 0.231
H -6.14 0.42 -2.21 0.214
H -6.89 2.56 -1.22 0.215
H -5.45 3.74 0.53 0.216
H -2.76 3.73 1.34 0.427
N -0.87 -3.92 -2.97 -0.810
C -0.03 -3.36 -2.05 0.699
O 0.50 -2.30 -2.32 -0.699
C 0.23 -4.10 -0.78 -0.512
C 0.61 -3.08 0.41 -1.021
H -0.92 -3.56 -3.90 0.408
H -1.20 -4.88 -2.76 0.396
H 1.13 -4.64 -1.03 0.232
H -0.58 -4.81 -0.61 0.193
H 1.09 -3.69 1.20 0.200
H -0.38 -2.81 0.85 0.190
Cl 5.06 1.53 -2.29 0.094
C 5.23 -0.10 -1.87 -0.199
Cl 5.90 -0.97 -3.28 0.017
Cl 6.38 -0.31 -0.48 -0.017
C 3.85 -0.72 -1.42 0.695
O 3.79 -1.89 -1.01 -0.726
O 2.91 0.15 -1.47 -0.733
```

Properties
E_LUMO (alpha / beta)	-0.013 / -0.014	eV
⟨S²⟩	8.75
E_tot	-173617.982	eV
HOMO-LUMO gap (alpha / beta)	7.184 / 8.427	eV
molecular weight	608.56	g/mol
multiplicity	6

---

5.
C19H17BrN7O2SV as an isolated structure. Source: the OMol25 dataset; level of theory: the ωB97M-V functional and the def2-TZVPD basis.

XYZ file:
```
48
Properties=species:S:1:pos:R:3:nbo_charge:R:1
V -0.37 0.44 0.32 1.127
C 3.47 -3.24 -1.11 -0.670
C 2.49 -3.21 0.00 0.369
N 2.38 -4.07 0.96 -0.226
N 1.35 -3.59 1.73 -0.365
C 0.83 -2.45 1.29 0.273
S -0.41 -1.52 1.94 -0.163
N 1.54 -2.21 0.17 -0.241
N 1.37 -1.04 -0.56 -0.624
H 4.11 -4.11 -0.98 0.273
H 4.08 -2.34 -1.12 0.241
H 2.96 -3.32 -2.07 0.239
H 1.06 -4.09 2.56 0.442
H 1.14 -1.29 -1.52 0.389
H 2.21 -0.48 -0.51 0.406
Br 3.30 -0.51 2.36 0.059
C 2.93 1.29 1.87 0.160
C 3.86 2.21 2.34 -0.268
C 3.67 3.54 2.03 -0.125
C 2.58 3.90 1.27 -0.203
C 1.70 2.91 0.86 0.111
N 1.86 1.59 1.14 -0.509
C 0.49 3.32 0.06 0.753
O 0.34 4.48 -0.25 -0.582
O -0.33 2.35 -0.21 -0.797
H 4.69 1.87 2.94 0.247
H 4.37 4.29 2.39 0.239
H 2.36 4.91 0.99 0.269
C -4.36 0.73 2.17 -0.224
C -5.18 0.30 1.14 -0.135
C -4.61 -0.06 -0.08 -0.199
C -3.25 0.02 -0.23 0.153
N -2.45 0.42 0.77 -0.469
C -2.99 0.77 1.94 0.077
C -2.55 -0.27 -1.51 0.163
C -3.22 -0.54 -2.68 -0.195
C -2.53 -0.61 -3.88 -0.139
C -1.17 -0.37 -3.84 -0.226
C -0.56 -0.14 -2.63 0.033
N -1.21 -0.13 -1.45 -0.481
H -4.75 1.02 3.13 0.243
H -6.25 0.24 1.28 0.237
H -5.23 -0.39 -0.90 0.228
H -2.30 1.09 2.71 0.211
H -4.29 -0.66 -2.66 0.231
H -3.03 -0.81 -4.81 0.241
H -0.59 -0.35 -4.76 0.241
H 0.49 0.11 -2.59 0.189
```

Properties
E_LUMO (alpha / beta)	-3.037 / -3.195	eV
⟨S²⟩	0.80
E_tot	-141066.149	eV
HOMO-LUMO gap (alpha / beta)	6.848 / 6.166	eV
molecular weight	538.31	g/mol
charge	+1
multiplicity	2